The following is a quantum chemistry calculation of a 17-piece molecular cluster, C6H39BF10O19PS overall, from the Open Molecules 2025 dataset.

Its net charge is -1. As for the total energy: -3444.4754 Ha. The value obtained for the molecular weight is 679.192 g/mol. The LUMO energy comes out at 1.88 eV.

Geometry as XYZ:
```
77
Properties=species:S:1:pos:R:3:lowdin_charge:R:1
C -1.3313 -3.3675 0.1807 -0.0866
C -1.1782 -2.6652 -1.3028 -0.3169
F -0.2505 -3.3644 -2.2224 -0.1163
B -0.8678 -1.0223 -1.1772 -0.7347
P -2.4991 -0.2376 -0.5240 0.7727
O -2.4959 1.3424 -0.4756 -0.5518
S 0.6570 -0.6210 -0.1572 0.8848
O 0.2037 -0.4022 1.3066 -0.3847
O 1.5330 -1.9337 -0.1475 -0.3928
C 1.7535 0.7249 -0.8607 -0.2191
F 1.4475 0.8130 -2.3345 -0.0101
F 3.1808 0.2352 -0.8010 -0.0033
C 1.5578 2.2072 -0.1903 -0.1044
F 2.0252 3.1978 -1.2305 0.0176
F 0.1592 2.5788 0.1229 0.0373
C 2.4595 2.4929 1.1483 -0.0850
F 2.3912 1.4391 2.1879 0.0534
F 3.9146 2.6221 0.7716 0.0250
C 2.0464 3.9173 1.9214 -0.1208
F 3.1635 4.1597 2.9092 0.0167
F 0.8022 3.7820 2.7415 0.0479
F 2.0444 5.0926 1.0203 0.0473
H -2.1017 -4.2500 0.2133 0.0783
H -0.2549 -3.7990 0.4631 0.0859
H -1.5584 -2.5573 1.0257 0.0711
H -2.2628 -2.7256 -1.7983 0.1200
H -0.6372 -0.6725 -2.2955 0.0447
H -3.5430 -0.6072 -1.4891 0.0166
H -2.9060 -0.8633 0.7355 0.0065
O -2.7650 -1.4029 -3.8744 -0.0702
H -3.5152 -1.9597 -4.1317 0.0535
H -1.9887 -1.9301 -4.1154 0.0510
O 2.0916 -4.8713 -2.7374 -0.0777
H 1.8547 -4.1630 -2.1201 0.0137
H 2.6655 -4.4352 -3.3849 0.0306
O 1.6972 7.9483 -0.3121 -0.0667
H 0.9553 7.9812 -0.9345 0.0073
H 1.5664 7.1148 0.1642 0.0140
O -1.6321 1.0512 -3.1208 -0.1132
H -1.6031 2.0127 -3.0038 0.0559
H -1.3985 0.9216 -4.0521 0.0555
O 2.3818 -4.1580 1.5239 -0.0786
H 1.8093 -4.2653 2.2982 0.0146
H 2.0758 -3.3326 1.1191 -0.0109
O -2.1142 4.5694 -0.0391 -0.0614
H -2.7794 3.9531 -0.3807 0.0438
H -1.3852 3.9956 0.2402 0.0204
O -4.4027 1.9444 -4.8120 -0.0730
H -4.5529 2.8178 -4.4201 0.0329
H -3.8842 1.4735 -4.1426 0.0089
O 2.4802 -5.2718 3.9294 -0.0789
H 2.8650 -5.7518 4.6780 0.0216
H 3.2329 -5.1155 3.3397 0.0307
O 1.9519 -5.6996 7.0183 -0.0572
H 1.3793 -5.8069 7.7927 0.0570
H 1.6459 -4.8742 6.6136 0.0541
O 1.3951 -8.4598 5.9402 -0.0772
H 1.4240 -7.4983 6.0572 -0.0098
H 1.6286 -8.5893 5.0088 0.0233
O -3.3021 6.4465 -1.7276 -0.0782
H -3.4523 7.3198 -1.3357 0.0001
H -2.7835 5.9755 -1.0582 -0.0126
O -4.7372 8.8604 -0.8292 -0.0571
H -5.3551 8.5245 -1.4958 0.0453
H -5.2988 9.0454 -0.0617 0.0515
O -5.5711 6.8917 -4.2416 -0.0756
H -5.1862 6.4118 -3.4929 0.0123
H -4.8184 7.0480 -4.8313 0.0391
O 3.5582 -7.8488 2.9821 -0.0647
H 4.5148 -7.8096 3.1319 0.0315
H 3.4708 -7.8160 2.0177 0.0581
O 0.7474 7.8865 -2.9451 -0.0647
H 1.7039 7.9257 -2.7953 0.0404
H 0.6600 7.9192 -3.9095 0.0487
O 5.3283 -9.8356 3.5774 -0.0712
H 5.5484 -10.6955 3.1888 0.0448
H 4.4404 -9.9644 3.9431 0.0391
```


The following is a quantum chemistry calculation of a 12-piece molecular cluster, C6H39N2O11 overall, from the Open Molecules 2025 dataset.

The energy above the lowest of the compared OMol25 structures with the same formula, charge and spin is 166.5 kcal/mol. Its net charge is +1. As for the total energy: -1188.7680 Ha. The value obtained for the molecular weight is 315.381 g/mol. The LUMO energy comes out at -2.54 eV.

Geometry as XYZ:
```
58
Properties=species:S:1:pos:R:3:lowdin_charge:R:1
C 2.1086 -0.4904 -0.0699 -0.2678
N 1.5124 -0.6299 1.2046 -0.0652
C 2.3284 0.0762 2.2874 -0.2291
C 2.9066 1.4236 1.9642 -0.0975
C 1.3915 0.3564 -1.0815 -0.2173
N 0.2373 -0.6008 -1.5572 0.2350
C 3.6162 1.2753 -1.9912 -0.1054
C 2.3210 0.5805 -2.2785 -0.2352
H 3.2583 -0.2257 0.1450 0.1440
H 2.3514 -1.5198 -0.5160 0.1388
H 0.5465 -0.2697 1.1213 0.0854
H 1.6678 0.2052 3.3098 0.1528
H 3.1596 -0.6111 2.5473 0.1151
H 3.2783 1.9663 2.7652 0.0576
H 2.2786 2.2102 1.5610 0.0677
H 3.6649 1.2871 1.1632 0.0648
H 1.1461 1.3377 -0.6827 0.1328
H 0.2336 -1.4286 -1.1068 0.0279
H -0.5885 0.0082 -1.4641 0.1319
H 0.1967 -0.8559 -2.5530 0.1464
H 3.5752 2.3761 -1.9904 0.0848
H 4.2995 0.9433 -2.8317 0.1073
H 4.0409 1.0846 -0.9783 0.0617
H 1.8373 0.9849 -3.2310 0.1358
H 2.6861 -0.4525 -2.6163 0.1296
H 0.2326 -3.2260 -2.9996 0.0997
H 1.2195 -3.3812 -1.7380 0.0226
O 1.1004 -2.9279 -2.5796 -0.0812
H -0.9354 -3.0707 3.0850 0.0264
H -0.3759 -2.7554 1.6655 -0.0299
O -1.0425 -2.6912 2.2659 0.0226
H -1.7175 -0.0425 3.0275 0.0556
H -0.2800 0.2445 2.7387 -0.0247
O -1.1167 0.6681 2.5655 -0.0774
H -0.8711 1.8710 -3.7680 0.1353
H -2.4305 1.7384 -3.3062 0.0274
O -1.5729 1.2937 -3.2079 -0.1085
H -4.2087 -1.0193 3.2730 0.0614
H -2.9979 -0.8981 4.0635 -0.0129
O -3.2993 -0.8010 3.2460 0.0322
H -2.6407 -3.3633 1.3032 0.0285
H -3.7697 -2.3808 1.5535 0.0439
O -3.4040 -2.9504 0.7981 -0.1185
H -0.0833 -4.2250 -0.5581 0.1686
H -1.2298 -3.2288 -1.2014 -0.0759
O -0.5703 -3.2879 -0.6331 -0.0514
H -2.1101 3.4053 1.2057 0.0578
H -1.3417 2.9260 2.4228 -0.0396
O -1.5071 3.6602 1.9292 -0.0184
H -3.3641 3.3411 -2.0145 -0.0051
H -3.9914 3.2403 -0.5936 0.0585
O -3.4623 2.8036 -1.2762 -0.0261
H 0.1759 3.5384 1.0913 0.0379
H -0.3194 3.9365 -0.3571 -0.0252
O 0.2845 3.4688 0.1189 -0.0454
H -3.4686 -2.1536 -1.6423 0.1042
H -2.4319 -0.8954 -1.6855 0.0562
O -2.5243 -1.8688 -1.9128 -0.1006
```


The following is a quantum chemistry calculation of a 14-piece molecular cluster, C6H39NO14 overall, from the Open Molecules 2025 dataset.

The energy above the lowest of the compared OMol25 structures with the same formula, charge and spin is 170.5 kcal/mol. Its net charge is 0. As for the total energy: -1359.9528 Ha. The value obtained for the molecular weight is 349.371 g/mol. The LUMO energy comes out at 0.21 eV.

Geometry as XYZ:
```
60
Properties=species:S:1:pos:R:3:lowdin_charge:R:1
C 3.6282 -0.2331 -1.0032 -0.2016
O 2.9742 1.0677 -1.1676 -0.1500
C 3.1979 -0.9184 0.3230 -0.1872
C 1.7695 -1.3566 0.3124 -0.2157
C 0.7637 -0.2339 -0.0188 -0.1086
C 0.4800 0.9386 0.6020 -0.1670
N -0.5471 1.7408 0.0854 -0.0440
C -1.2007 2.5540 1.1702 -0.0678
H 3.5040 -0.9034 -1.9044 0.1324
H 4.7332 -0.0278 -0.8678 0.1255
H 3.0802 1.6173 -0.3025 0.1219
H 3.8002 -1.8310 0.5212 0.1302
H 3.2523 -0.1709 1.1460 0.1143
H 1.6289 -2.1009 -0.4086 0.0853
H 1.5822 -1.8620 1.2766 0.1101
H 0.2635 -0.4242 -0.9541 0.0585
H 0.8636 1.1237 1.5623 0.0760
H -1.1101 1.3554 -0.6012 0.0427
H -1.9348 1.9525 1.6807 0.0538
H -2.1594 3.1624 0.8015 0.1125
H -0.4764 3.2169 1.6028 0.0615
H -3.2219 -2.9611 -0.4485 0.0376
H -3.6703 -1.5657 -0.0103 -0.0024
O -3.6685 -2.1558 -0.7084 -0.0315
H -0.6494 2.8147 -2.0031 -0.0020
H -1.5384 4.1017 -1.7540 0.0708
O -1.3588 3.3462 -2.3674 -0.0589
H 2.2563 3.5762 2.0328 0.0361
H 1.9531 3.5298 0.5305 0.0131
O 1.8614 3.0401 1.3788 -0.0543
H 1.6127 2.9463 -1.2553 0.0098
H 2.8387 3.2812 -1.7316 0.0895
O 2.1740 3.7007 -1.1273 -0.0485
H -1.1336 -2.4199 -2.6163 0.0014
H -2.7075 -2.7748 -2.4780 0.0651
O -1.7833 -3.0665 -2.5561 -0.0246
H -1.3510 -2.7001 0.4989 0.0720
H -1.2477 -1.1276 0.7640 0.0378
O -1.8323 -1.8875 0.9674 -0.1440
H 0.6173 -0.3866 -2.5639 -0.0545
H 2.0553 -0.2451 -2.6486 -0.0408
O 1.3048 -0.4111 -3.1775 -0.0015
H -0.3119 0.4582 3.8717 -0.0077
H -1.5521 0.0059 4.5382 0.0414
O -1.2408 0.6694 3.9068 -0.0528
H -1.1969 -1.6841 3.1667 0.0979
H -2.3699 -2.5892 2.5344 0.0319
O -1.8420 -2.5589 3.4126 -0.2014
H -1.0323 -3.7307 -1.2366 -0.0290
H 0.0886 -4.4710 -0.3910 0.0618
O -0.6949 -3.9427 -0.3822 -0.0193
H -3.3776 1.7605 -2.2055 0.0055
H -4.0751 0.4376 -1.5432 0.0344
O -3.4779 1.1392 -1.5575 0.0299
H 1.6736 -0.4572 2.3995 -0.0466
H 2.4605 -0.9022 3.6175 0.0755
O 1.8357 -0.2278 3.2951 -0.0277
H -1.7941 -0.8901 -1.4798 -0.0289
H -2.0571 0.2711 -2.2006 0.0168
O -1.6399 -0.5898 -2.3283 -0.0345
```


The following is a quantum chemistry calculation of C6H3Br2NO2 as an isolated structure, from the Open Molecules 2025 dataset.

The energy above the lowest of the compared OMol25 structures with the same formula, charge and spin is 72.7 kcal/mol. Its net charge is 0. As for the total energy: -5583.5309 Ha. The value obtained for the molecular weight is 280.903 g/mol. The LUMO energy (alpha / beta) comes out at -0.96 / -0.96 eV.

Geometry as XYZ:
```
14
Properties=species:S:1:pos:R:3:lowdin_charge:R:1
C 0.5263 1.0444 0.9656 -0.0631
C -0.7280 1.0909 0.3891 -0.2101
C 0.6970 -0.1600 1.8006 -0.2795
C -1.6512 0.0585 0.4999 -0.1662
C -2.8467 0.0690 -0.1985 -1.2326
C 3.2140 -1.5306 -2.3295 -0.4284
N -0.1942 -0.9951 1.9042 0.2129
O 3.1093 -2.3550 -3.1144 0.2267
O 3.2447 -0.7060 -1.5187 0.1992
Br -3.4109 1.4125 -1.2601 0.7778
Br -4.0131 -1.4555 -0.0038 0.6418
H 1.2277 1.8862 0.9602 0.1007
H -0.6792 1.9523 -0.4598 0.1458
H 1.5044 -0.3116 2.3652 0.0747
```


The following is a quantum chemistry calculation of a single C6H3BrClF3S molecule, from the Open Molecules 2025 dataset.

Its net charge is 0. As for the total energy: -3962.2768 Ha. The expectation value of S² is 2.007. The value obtained for the molecular weight is 279.508 g/mol. Its spin multiplicity is 3. The LUMO energy (alpha / beta) comes out at 0.60 / -2.88 eV.

Geometry as XYZ:
```
15
Properties=species:S:1:pos:R:3:lowdin_charge:R:1
C 2.3474 0.1994 -0.2757 -0.2095
C 2.1880 -0.6264 -1.3499 -0.4061
C 1.1340 0.6326 0.2914 -0.7283
C 0.0589 0.0291 -0.2949 -0.5407
C -1.4363 0.4688 0.1352 -0.6539
C -2.0417 -0.7029 0.8790 -0.6851
F -3.2714 -0.5216 1.2248 0.1847
F -1.2867 -0.8423 1.9962 0.1212
F -1.8932 -1.9255 0.2291 0.0863
S 0.5375 -1.0305 -1.5884 0.9643
Cl 1.1401 1.7920 1.5569 0.7421
Br -2.4354 1.1660 -1.3035 0.7952
H 3.3280 0.7604 -0.1061 0.1385
H 2.7946 -0.7614 -2.2744 0.0882
H -1.1636 1.3624 0.8803 0.1032
```


The following is a quantum chemistry calculation of a 2-piece molecular cluster, C6H3BrClNO3 overall, from the Open Molecules 2025 dataset.

The energy above the lowest of the compared OMol25 structures with the same formula, charge and spin is 30.3 kcal/mol. Its net charge is 0. As for the total energy: -3544.9175 Ha. The value obtained for the molecular weight is 252.451 g/mol. The LUMO energy comes out at 0.01 eV.

Geometry as XYZ:
```
15
Properties=species:S:1:pos:R:3:lowdin_charge:R:1
C -0.1974 -2.0910 0.1951 -0.1070
C -1.5782 -1.8790 0.1048 -0.0856
C 0.6767 -1.0046 0.2923 -0.6412
C 0.0782 0.2217 0.1988 -0.0828
C -2.0241 -0.5694 -0.0836 -0.7864
C 1.2533 1.9188 -0.0411 -0.5187
N -1.2324 0.5016 0.0021 0.0805
O 2.1937 1.7191 -1.0399 0.0577
O 2.5465 1.8136 0.3819 0.0259
O 0.4899 2.9779 -0.0577 0.1302
Cl -3.6583 -0.2039 -0.2069 0.7390
Br 2.5046 -1.2445 0.8210 0.7872
H 0.2347 -3.1158 -0.1603 0.1518
H -2.1835 -2.7607 0.1405 0.1019
H 0.8961 3.7162 -0.5470 0.1476
```


> Among the records above, which one has the lowest net charge?

C6H39BF10O19PS


> Look up the net charge of the third one.

0


> Look up the net charge of the first one.

-1


Copy entry 3 word for word.
The following is a quantum chemistry calculation of a 14-piece molecular cluster, C6H39NO14 overall, from the Open Molecules 2025 dataset.

The energy above the lowest of the compared OMol25 structures with the same formula, charge and spin is 170.5 kcal/mol. Its net charge is 0. As for the total energy: -1359.9528 Ha. The value obtained for the molecular weight is 349.371 g/mol. The LUMO energy comes out at 0.21 eV.

Geometry as XYZ:
```
60
Properties=species:S:1:pos:R:3:lowdin_charge:R:1
C 3.6282 -0.2331 -1.0032 -0.2016
O 2.9742 1.0677 -1.1676 -0.1500
C 3.1979 -0.9184 0.3230 -0.1872
C 1.7695 -1.3566 0.3124 -0.2157
C 0.7637 -0.2339 -0.0188 -0.1086
C 0.4800 0.9386 0.6020 -0.1670
N -0.5471 1.7408 0.0854 -0.0440
C -1.2007 2.5540 1.1702 -0.0678
H 3.5040 -0.9034 -1.9044 0.1324
H 4.7332 -0.0278 -0.8678 0.1255
H 3.0802 1.6173 -0.3025 0.1219
H 3.8002 -1.8310 0.5212 0.1302
H 3.2523 -0.1709 1.1460 0.1143
H 1.6289 -2.1009 -0.4086 0.0853
H 1.5822 -1.8620 1.2766 0.1101
H 0.2635 -0.4242 -0.9541 0.0585
H 0.8636 1.1237 1.5623 0.0760
H -1.1101 1.3554 -0.6012 0.0427
H -1.9348 1.9525 1.6807 0.0538
H -2.1594 3.1624 0.8015 0.1125
H -0.4764 3.2169 1.6028 0.0615
H -3.2219 -2.9611 -0.4485 0.0376
H -3.6703 -1.5657 -0.0103 -0.0024
O -3.6685 -2.1558 -0.7084 -0.0315
H -0.6494 2.8147 -2.0031 -0.0020
H -1.5384 4.1017 -1.7540 0.0708
O -1.3588 3.3462 -2.3674 -0.0589
H 2.2563 3.5762 2.0328 0.0361
H 1.9531 3.5298 0.5305 0.0131
O 1.8614 3.0401 1.3788 -0.0543
H 1.6127 2.9463 -1.2553 0.0098
H 2.8387 3.2812 -1.7316 0.0895
O 2.1740 3.7007 -1.1273 -0.0485
H -1.1336 -2.4199 -2.6163 0.0014
H -2.7075 -2.7748 -2.4780 0.0651
O -1.7833 -3.0665 -2.5561 -0.0246
H -1.3510 -2.7001 0.4989 0.0720
H -1.2477 -1.1276 0.7640 0.0378
O -1.8323 -1.8875 0.9674 -0.1440
H 0.6173 -0.3866 -2.5639 -0.0545
H 2.0553 -0.2451 -2.6486 -0.0408
O 1.3048 -0.4111 -3.1775 -0.0015
H -0.3119 0.4582 3.8717 -0.0077
H -1.5521 0.0059 4.5382 0.0414
O -1.2408 0.6694 3.9068 -0.0528
H -1.1969 -1.6841 3.1667 0.0979
H -2.3699 -2.5892 2.5344 0.0319
O -1.8420 -2.5589 3.4126 -0.2014
H -1.0323 -3.7307 -1.2366 -0.0290
H 0.0886 -4.4710 -0.3910 0.0618
O -0.6949 -3.9427 -0.3822 -0.0193
H -3.3776 1.7605 -2.2055 0.0055
H -4.0751 0.4376 -1.5432 0.0344
O -3.4779 1.1392 -1.5575 0.0299
H 1.6736 -0.4572 2.3995 -0.0466
H 2.4605 -0.9022 3.6175 0.0755
O 1.8357 -0.2278 3.2951 -0.0277
H -1.7941 -0.8901 -1.4798 -0.0289
H -2.0571 0.2711 -2.2006 0.0168
O -1.6399 -0.5898 -2.3283 -0.0345
```